The following is a DFT calculation (ωB97M-V/def2-TZVPD) of a cluster of 3 separate species, C32H66F3N4O12P2 in total.

Output
Orbital gap = 7.67 eV
Charge = +1
E_tot = -3362.74509 Eh
E_LUMO = -0.1287 Ha

```
119
C32H66F3N4O12P2 (ωB97M-V/def2-TZVPD)
C 4.056 2.285 5.460
C 2.927 2.428 4.337
C 2.060 3.712 4.664
C 1.295 4.269 3.363
C 0.319 5.414 3.869
N 0.618 3.156 2.641
C -0.626 2.538 3.165
C -1.976 3.194 2.574
N -2.961 2.116 2.412
C -3.975 2.113 3.505
C -5.026 3.311 3.393
C -3.548 2.007 1.113
C -2.961 2.560 -0.229
O -4.608 1.367 1.022
C 1.142 2.661 1.545
N 0.596 1.542 0.785
C 1.602 0.891 -0.148
C 0.812 0.641 -1.511
O 0.543 -0.756 -1.735
C -0.510 -1.224 -0.931
C -1.951 -0.582 -0.941
O -0.333 -2.174 -0.178
C 2.788 1.961 -0.090
O 3.962 1.402 0.557
N 2.336 3.032 0.837
C 2.346 4.340 0.123
C 1.127 4.557 -0.865
C 1.322 5.902 -1.695
F 1.381 5.663 -3.053
F 2.534 6.531 -1.375
F 0.338 6.833 -1.407
H 5.028 2.774 5.162
H 4.241 1.186 5.603
H 3.673 2.800 6.384
H 2.263 1.521 4.268
H 3.472 2.571 3.357
H 2.796 4.528 4.956
H 1.368 3.581 5.544
H 2.091 4.742 2.734
H -0.689 5.432 3.370
H 0.224 5.403 4.997
H 0.826 6.401 3.632
H -0.624 2.713 4.283
H -0.695 1.429 3.015
H -1.801 3.859 1.688
H -2.343 3.875 3.407
H -3.501 2.211 4.530
H -4.581 1.167 3.538
H -5.521 3.546 4.371
H -5.845 3.004 2.670
H -4.541 4.216 2.910
H -1.847 2.418 -0.348
H -3.151 3.684 -0.224
H -3.541 2.173 -1.116
H 0.563 0.807 1.522
H 2.044 -0.095 0.180
H -0.122 1.281 -1.466
H 1.449 0.989 -2.379
H -1.973 0.320 -1.625
H -2.751 -1.333 -1.205
H -2.167 -0.254 0.122
H 3.073 2.237 -1.141
H 4.057 1.872 1.412
H 3.284 4.352 -0.511
H 2.418 5.240 0.790
H 1.064 3.730 -1.625
H 0.155 4.704 -0.304
O 3.557 -0.201 -3.228
P 4.394 -1.486 -3.218
O 5.817 -0.727 -2.867
C 6.002 -0.328 -1.517
C 6.254 -1.519 -0.609
O 4.531 -1.558 -4.864
C 3.589 -0.950 -5.742
C 4.100 0.403 -6.201
O 5.227 -2.954 -3.123
C 5.967 -3.557 -4.187
C 7.227 -2.803 -4.555
H 5.132 0.241 -1.176
H 6.866 0.339 -1.493
H 5.369 -2.160 -0.549
H 6.503 -1.187 0.401
H 7.072 -2.131 -0.992
H 2.602 -0.880 -5.284
H 3.487 -1.607 -6.609
H 4.309 1.061 -5.354
H 3.374 0.892 -6.852
H 5.040 0.288 -6.745
H 5.328 -3.734 -5.054
H 6.253 -4.548 -3.824
H 7.010 -1.825 -4.986
H 7.803 -3.372 -5.289
H 7.848 -2.639 -3.673
O -4.924 -7.655 -0.866
P -5.303 -6.201 -1.105
O -4.382 -5.522 0.092
C -2.979 -5.421 -0.130
C -2.651 -4.355 -1.159
O -6.764 -6.287 -0.335
C -7.449 -7.518 -0.128
C -7.178 -8.039 1.271
O -5.723 -4.655 -1.648
C -6.795 -3.864 -1.138
C -6.564 -3.365 0.274
H -2.578 -6.392 -0.435
H -2.522 -5.159 0.826
H -3.027 -4.636 -2.148
H -1.571 -4.212 -1.234
H -3.117 -3.406 -0.894
H -7.194 -8.252 -0.893
H -8.518 -7.313 -0.234
H -6.109 -8.165 1.451
H -7.676 -8.997 1.432
H -7.538 -7.325 2.016
H -7.746 -4.388 -1.236
H -6.865 -2.996 -1.801
H -6.547 -4.179 0.998
H -7.361 -2.676 0.563
H -5.607 -2.846 0.346
```



The following is a DFT calculation (ωB97M-V/def2-TZVPD) of a cluster of 2 separate species, C4H7FO in total.

Output
Orbital gap = 9.79 eV
Charge = 0
E_tot = -331.61853 Eh
E_LUMO = 0.0279 Ha
Structure (SMILES) = C=C(O)F.C=C
ΔE to the lowest compared entry with this formula, charge and spin = 57.0 kcal/mol

```
13
C4H7FO (ωB97M-V/def2-TZVPD)
C 0.728 1.475 0.775
C -0.453 0.963 1.096
O -1.669 1.321 0.585
F -0.516 0.080 2.048
H 0.931 2.402 0.209
H 1.497 1.016 1.276
H -2.400 0.764 0.812
C 0.545 -1.951 -1.299
C -0.042 -0.745 -1.129
H 0.078 -2.839 -1.148
H 1.637 -1.988 -1.591
H -0.891 -0.648 -0.538
H 0.556 0.149 -1.096
```



The following is a DFT calculation (ωB97M-V/def2-TZVPD) of a structure of composition C35H48GeN5O4STc.

Output
Orbital gap = 6.57 eV
Charge = +2
E_tot = -4492.60246 Eh
E_LUMO = -0.2682 Ha

```
95
C35H48GeN5O4STc (ωB97M-V/def2-TZVPD)
Tc -0.532 -0.671 -0.838
C 2.543 -2.821 1.153
C 1.076 -2.897 0.741
C 0.339 -4.037 1.438
O 0.439 -1.631 1.021
C 0.968 -3.158 -0.788
O 1.577 -4.039 -1.331
O 0.147 -2.351 -1.378
H 2.625 -2.780 2.236
H 3.010 -1.935 0.727
H 3.062 -3.704 0.791
H 0.403 -3.924 2.519
H 0.789 -4.985 1.157
H -0.709 -4.064 1.139
H -0.151 -1.754 1.789
C 5.147 1.482 -2.943
C 4.761 0.404 -1.937
N 3.545 0.720 -1.192
C 3.698 1.681 -0.104
C 3.145 3.062 -0.446
C 2.363 0.203 -1.507
C 2.248 -0.637 -2.741
N 1.286 0.407 -0.779
H 6.012 1.148 -3.508
H 5.410 2.409 -2.444
H 4.340 1.680 -3.643
H 5.565 0.289 -1.206
H 4.645 -0.556 -2.437
H 4.763 1.765 0.108
H 3.213 1.295 0.800
H 3.667 3.499 -1.292
H 3.267 3.720 0.409
H 2.086 3.021 -0.683
H 2.664 -1.631 -2.576
H 2.776 -0.179 -3.573
H 1.206 -0.753 -3.012
H 1.452 0.958 0.057
S -1.940 1.528 -0.657
C -0.799 2.765 -0.439
N 0.009 3.558 -0.273
C -1.247 -3.344 -4.782
N -1.706 -2.332 -3.852
C -2.486 -2.861 -2.753
C -1.322 -1.043 -3.858
O -1.272 -0.367 -2.778
N -1.011 -0.420 -5.006
C -0.425 0.907 -4.975
C -1.525 -0.801 -6.309
H -0.828 -4.174 -4.209
H -0.468 -2.954 -5.428
H -2.069 -3.733 -5.383
H -3.332 -3.413 -3.167
H -2.877 -2.049 -2.135
H -1.893 -3.547 -2.143
H -0.007 1.119 -3.993
H -1.178 1.664 -5.201
H 0.361 0.963 -5.728
H -2.316 -1.539 -6.219
H -0.729 -1.190 -6.946
H -1.943 0.084 -6.789
C -1.344 0.437 0.571
Ge -1.665 1.041 2.453
C -1.594 -0.445 3.767
C -1.454 -0.051 5.095
C -1.506 -0.978 6.119
C -1.681 -2.320 5.824
C -1.816 -2.725 4.507
C -1.787 -1.792 3.483
C -0.016 2.137 2.734
C -0.030 3.509 2.917
C 1.143 4.185 3.215
C 2.333 3.490 3.335
C 2.349 2.115 3.160
C 1.181 1.440 2.851
C -3.499 1.804 2.368
C -3.804 3.154 2.457
C -5.125 3.571 2.426
C -6.145 2.644 2.297
C -5.845 1.295 2.202
C -4.528 0.876 2.243
H -1.318 0.999 5.320
H -1.421 -0.652 7.145
H -1.729 -3.046 6.621
H -1.966 -3.771 4.281
H -1.970 -2.105 2.461
H -0.952 4.064 2.842
H 1.118 5.253 3.365
H 3.245 4.016 3.574
H 3.272 1.567 3.284
H 1.190 0.364 2.725
H -3.019 3.887 2.565
H -5.356 4.622 2.511
H -7.173 2.971 2.278
H -6.636 0.567 2.106
H -4.290 -0.179 2.192
```



The following is a DFT calculation (ωB97M-V/def2-TZVPD) of a structure of composition C21H55F3O10S7Tl.

Output
Orbital gap = 1.49 eV
Charge = +1
E_tot = -4843.96140 Eh
E_LUMO = -0.3118 Ha

```
97
C21H55F3O10S7Tl (ωB97M-V/def2-TZVPD)
Tl 7.783 -19.779 18.611
C 7.879 -16.266 24.109
C 7.657 -15.049 23.175
C 8.769 -13.982 23.425
O 7.587 -15.555 21.834
H 8.686 -16.936 23.811
H 6.962 -16.832 24.268
H 7.957 -15.790 25.087
H 6.777 -14.535 23.560
H 8.628 -13.098 22.803
H 9.685 -14.420 23.028
H 8.738 -13.679 24.471
C 11.063 -22.960 24.488
O 12.005 -22.532 25.559
O 11.073 -22.027 23.382
C 11.052 -24.549 24.313
F 9.800 -25.016 24.223
F 11.625 -25.113 23.257
F 11.596 -25.196 25.350
C 13.390 -22.741 25.453
C 14.173 -21.928 26.591
H 15.193 -22.306 26.670
H 14.201 -20.903 26.223
H 13.617 -22.008 27.525
H 13.688 -22.436 24.450
H 13.624 -23.804 25.406
H 10.198 -22.841 25.141
C 14.976 -12.036 27.289
S 14.062 -12.722 25.809
O 14.985 -13.153 24.685
C 13.530 -14.239 26.693
H 15.342 -11.059 26.973
H 15.833 -12.695 27.422
H 14.313 -12.116 28.151
H 12.657 -14.058 27.319
H 14.368 -14.645 27.260
H 13.360 -15.006 25.937
C -1.166 -14.380 19.993
S 0.568 -13.686 19.852
O 0.522 -12.241 19.359
C 0.995 -13.812 21.711
H -1.600 -14.322 18.995
H -1.779 -13.795 20.677
H -1.132 -15.435 20.266
H 0.158 -13.855 22.409
H 1.672 -12.982 21.908
H 1.663 -14.660 21.860
C 13.156 -16.716 20.398
S 13.246 -16.361 18.633
O 12.022 -17.076 17.991
C 12.651 -14.589 18.681
H 14.054 -16.230 20.779
H 13.484 -17.735 20.601
H 12.269 -16.430 20.964
H 11.589 -14.776 18.839
H 12.800 -14.157 17.691
H 13.048 -13.974 19.489
C 5.733 -7.629 22.986
S 7.096 -6.404 23.040
O 6.482 -5.088 23.482
C 8.167 -7.127 24.455
H 5.513 -7.958 24.001
H 5.959 -8.562 22.470
H 4.985 -7.014 22.484
H 7.401 -7.552 25.104
H 8.881 -6.490 24.977
H 8.663 -8.028 24.094
C -0.998 -18.070 25.349
S 0.166 -18.504 26.685
O 0.471 -20.023 26.517
C 1.603 -17.675 25.917
H -0.543 -18.630 24.532
H -0.970 -16.986 25.240
H -2.019 -18.395 25.549
H 1.991 -18.356 25.160
H 2.486 -17.582 26.549
H 1.272 -16.683 25.610
C 4.020 -23.064 24.585
S 3.415 -22.483 22.906
O 4.615 -21.801 22.351
C 3.361 -24.174 22.085
H 3.275 -23.718 25.038
H 4.359 -22.161 25.092
H 4.880 -23.705 24.386
H 2.774 -24.254 21.171
H 2.749 -24.841 22.693
H 4.329 -24.538 21.740
C 6.711 -14.691 29.844
S 5.950 -13.101 29.371
O 4.639 -13.088 30.124
C 7.096 -11.867 30.059
H 6.174 -15.557 29.457
H 6.692 -14.937 30.906
H 7.748 -14.717 29.510
H 7.102 -12.111 31.122
H 6.735 -10.876 29.784
H 8.039 -12.239 29.657
```



What is the E_LUMO in the fourth record? -0.3118 Ha



Repeat the third record exactly.
The following is a DFT calculation (ωB97M-V/def2-TZVPD) of a structure of composition C35H48GeN5O4STc.

Output
Orbital gap = 6.57 eV
Charge = +2
E_tot = -4492.60246 Eh
E_LUMO = -0.2682 Ha

```
95
C35H48GeN5O4STc (ωB97M-V/def2-TZVPD)
Tc -0.532 -0.671 -0.838
C 2.543 -2.821 1.153
C 1.076 -2.897 0.741
C 0.339 -4.037 1.438
O 0.439 -1.631 1.021
C 0.968 -3.158 -0.788
O 1.577 -4.039 -1.331
O 0.147 -2.351 -1.378
H 2.625 -2.780 2.236
H 3.010 -1.935 0.727
H 3.062 -3.704 0.791
H 0.403 -3.924 2.519
H 0.789 -4.985 1.157
H -0.709 -4.064 1.139
H -0.151 -1.754 1.789
C 5.147 1.482 -2.943
C 4.761 0.404 -1.937
N 3.545 0.720 -1.192
C 3.698 1.681 -0.104
C 3.145 3.062 -0.446
C 2.363 0.203 -1.507
C 2.248 -0.637 -2.741
N 1.286 0.407 -0.779
H 6.012 1.148 -3.508
H 5.410 2.409 -2.444
H 4.340 1.680 -3.643
H 5.565 0.289 -1.206
H 4.645 -0.556 -2.437
H 4.763 1.765 0.108
H 3.213 1.295 0.800
H 3.667 3.499 -1.292
H 3.267 3.720 0.409
H 2.086 3.021 -0.683
H 2.664 -1.631 -2.576
H 2.776 -0.179 -3.573
H 1.206 -0.753 -3.012
H 1.452 0.958 0.057
S -1.940 1.528 -0.657
C -0.799 2.765 -0.439
N 0.009 3.558 -0.273
C -1.247 -3.344 -4.782
N -1.706 -2.332 -3.852
C -2.486 -2.861 -2.753
C -1.322 -1.043 -3.858
O -1.272 -0.367 -2.778
N -1.011 -0.420 -5.006
C -0.425 0.907 -4.975
C -1.525 -0.801 -6.309
H -0.828 -4.174 -4.209
H -0.468 -2.954 -5.428
H -2.069 -3.733 -5.383
H -3.332 -3.413 -3.167
H -2.877 -2.049 -2.135
H -1.893 -3.547 -2.143
H -0.007 1.119 -3.993
H -1.178 1.664 -5.201
H 0.361 0.963 -5.728
H -2.316 -1.539 -6.219
H -0.729 -1.190 -6.946
H -1.943 0.084 -6.789
C -1.344 0.437 0.571
Ge -1.665 1.041 2.453
C -1.594 -0.445 3.767
C -1.454 -0.051 5.095
C -1.506 -0.978 6.119
C -1.681 -2.320 5.824
C -1.816 -2.725 4.507
C -1.787 -1.792 3.483
C -0.016 2.137 2.734
C -0.030 3.509 2.917
C 1.143 4.185 3.215
C 2.333 3.490 3.335
C 2.349 2.115 3.160
C 1.181 1.440 2.851
C -3.499 1.804 2.368
C -3.804 3.154 2.457
C -5.125 3.571 2.426
C -6.145 2.644 2.297
C -5.845 1.295 2.202
C -4.528 0.876 2.243
H -1.318 0.999 5.320
H -1.421 -0.652 7.145
H -1.729 -3.046 6.621
H -1.966 -3.771 4.281
H -1.970 -2.105 2.461
H -0.952 4.064 2.842
H 1.118 5.253 3.365
H 3.245 4.016 3.574
H 3.272 1.567 3.284
H 1.190 0.364 2.725
H -3.019 3.887 2.565
H -5.356 4.622 2.511
H -7.173 2.971 2.278
H -6.636 0.567 2.106
H -4.290 -0.179 2.192
```



Among the records above, which one has the lowest orbital gap? C21H55F3O10S7Tl